Formula: C51H50CsN9O5P2S2Se2
Source: the OMol25 dataset
Level of theory: ωB97M-V/def2-TZVPD

Its frontier orbital gap is 5.18 eV. As for the charge: -2. Its calculated total energy is -248837.20282 eV. The LUMO energy is 3.4 eV. The calculation puts the HOMO energy at -1.783 eV.

Geometry as XYZ:
```
122
Properties=species:S:1:pos:R:3:forces:R:3
Cs 0.025210 -0.655043 -0.229151 0.21 2.14 0.92
C -0.797882 3.893331 3.170246 0.13 -0.04 -0.06
C -0.204196 2.768896 2.356502 -0.70 0.22 0.00
N -0.911126 1.992839 1.627579 0.37 -0.39 -0.20
N -2.208797 2.308306 1.459835 -0.47 0.50 0.18
C -3.185338 1.420942 1.138073 0.05 -0.32 0.30
N -4.406632 2.015937 0.997543 0.02 0.20 -0.21
S -2.994824 -0.218106 1.081914 -0.30 -0.07 0.10
C 1.250911 2.533912 2.385356 0.70 -0.12 0.02
C 2.113495 3.368808 3.101157 -0.27 0.03 -0.02
C 3.477606 3.140049 3.055092 0.14 -0.12 -0.05
C 3.954984 2.083291 2.302104 -0.12 0.17 0.13
C 3.024834 1.302429 1.624914 0.21 -0.09 0.01
N 1.721807 1.516704 1.655940 -0.13 0.09 0.07
H -1.837984 3.675977 3.411081 0.02 0.00 0.00
H -0.753220 4.850372 2.643364 0.01 0.02 0.02
H -0.263068 3.994246 4.112114 0.00 0.06 0.00
H -2.484343 3.280149 1.499175 0.07 0.00 -0.02
H -4.409952 2.924260 0.540017 0.01 -0.03 -0.04
H -5.074682 1.385237 0.580953 -0.02 -0.02 -0.07
H 1.733585 4.200399 3.676912 -0.01 -0.01 0.00
H 4.156137 3.784607 3.600517 0.00 0.01 0.00
H 5.014118 1.876301 2.225440 -0.01 -0.03 -0.04
H 3.355516 0.465962 1.017835 -0.04 0.02 -0.04
C -3.929939 5.237828 -2.096962 0.02 -0.02 -0.08
O -4.551437 4.167756 -1.402227 0.21 -0.16 0.07
C -4.324229 2.899494 -1.964920 -0.17 0.25 -0.06
C -5.445290 2.130544 -2.186771 0.02 0.01 0.03
C -5.332135 0.801425 -2.586984 -0.08 -0.04 -0.01
C -4.066959 0.276079 -2.803672 -0.03 0.05 -0.08
C -2.920258 1.051538 -2.640175 -0.22 0.12 -0.02
C -1.588145 0.586050 -3.019831 -0.24 -0.35 -0.21
N -1.115371 -0.584361 -3.241895 1.44 0.18 0.02
N -1.854988 -1.717601 -3.159103 -1.27 -0.18 0.07
C -1.489886 -2.656758 -2.319509 0.08 0.49 -0.73
O -0.522478 -2.644062 -1.504947 -0.43 -1.87 -0.86
C -2.402910 -3.850205 -2.357539 0.08 -0.14 0.11
C -2.620637 -4.564852 -1.182192 0.05 0.02 -0.02
C -3.437175 -5.686021 -1.177772 0.03 -0.03 -0.02
C -4.025933 -6.121411 -2.357422 -0.09 -0.06 0.03
C -3.818820 -5.410564 -3.533177 0.04 -0.03 0.02
C -3.019742 -4.276483 -3.530873 -0.03 -0.05 -0.02
C -2.990042 2.412764 -2.157542 0.04 -0.16 0.03
O -1.954402 3.112510 -1.899682 -0.01 0.05 0.09
H -4.067529 6.132632 -1.486209 0.00 0.00 -0.03
H -2.869584 5.030207 -2.244735 0.00 0.02 0.05
H -4.408194 5.390530 -3.073641 -0.05 -0.01 0.04
H -6.417784 2.582327 -2.011275 0.02 0.01 0.04
H -6.219289 0.196863 -2.731382 0.02 -0.02 -0.01
H -3.949726 -0.746595 -3.133324 0.05 -0.03 0.04
H -0.879951 1.392811 -3.181131 -0.01 -0.01 0.10
H -2.139486 -4.222668 -0.274144 0.04 -0.02 -0.01
H -3.606497 -6.225298 -0.252900 0.00 0.00 0.00
H -4.648561 -7.009633 -2.360228 -0.01 0.02 0.00
H -4.277084 -5.750719 -4.455512 -0.01 0.03 0.00
H -2.861332 -3.708705 -4.438199 0.02 0.04 0.03
Se 2.961867 -2.175638 7.132529 -0.11 0.00 0.12
P 3.684499 -2.672578 5.215298 0.15 -0.07 0.21
C 5.314954 -1.890814 5.069568 -0.08 -0.06 -0.04
C 6.310279 -2.254450 5.978295 0.02 -0.05 -0.10
C 7.495483 -1.544341 6.032439 0.01 -0.05 0.04
C 7.679216 -0.438090 5.212269 0.02 0.05 -0.02
C 6.670548 -0.043733 4.349460 0.08 0.06 -0.08
C 5.490270 -0.769175 4.271199 -0.03 -0.10 -0.11
C 3.850867 -4.488232 5.117480 0.07 0.10 -0.08
C 5.046761 -5.185776 5.005283 -0.08 0.07 0.05
C 5.036812 -6.574132 4.966433 0.05 -0.07 0.01
C 3.838835 -7.268075 5.033176 0.04 -0.01 0.00
C 2.641322 -6.572088 5.146705 -0.02 0.00 0.03
C 2.646139 -5.189263 5.194914 0.02 -0.01 0.04
C 2.627242 -2.236738 3.841384 -0.03 -0.06 -0.38
C 2.574056 -2.247250 2.418999 -0.21 0.18 0.25
N 1.309671 -1.912210 2.096900 0.46 -0.29 0.21
N 0.630822 -1.725459 3.207435 -0.29 -0.06 -0.06
N 1.382575 -1.921916 4.258697 0.15 0.19 0.16
P 3.441544 -2.767237 0.928565 0.34 -0.62 0.52
Se 3.264803 -1.578564 -0.782126 0.38 0.15 -0.19
C 2.766670 -4.436666 0.643339 -0.06 0.08 -0.06
C 2.375720 -4.809624 -0.636830 0.04 0.00 -0.02
C 1.778338 -6.042739 -0.848610 0.00 -0.10 0.02
C 1.573898 -6.909323 0.214046 0.00 0.00 -0.04
C 1.957103 -6.537168 1.495156 0.05 -0.03 0.09
C 2.541209 -5.300566 1.712334 0.00 0.01 -0.07
C 5.207085 -2.994480 1.363607 -0.08 0.10 -0.06
C 5.682707 -4.120520 2.024810 -0.10 -0.01 -0.04
C 7.032335 -4.231511 2.326086 0.07 -0.10 0.05
C 7.918559 -3.234098 1.953635 0.02 0.03 0.02
C 7.451965 -2.120322 1.270431 0.04 0.06 0.10
C 6.103673 -1.999120 0.982572 0.01 0.05 0.01
H 6.126421 -3.069287 6.667350 0.03 0.00 0.01
H 8.265330 -1.833263 6.737793 0.00 -0.01 -0.02
H 8.603936 0.124566 5.260264 -0.02 0.01 0.01
H 6.797942 0.838496 3.734439 0.00 -0.01 -0.02
H 4.693984 -0.450062 3.609350 0.00 -0.01 -0.03
H 5.983625 -4.649448 4.937684 0.00 -0.01 -0.02
H 5.972311 -7.114417 4.881755 0.00 0.00 -0.01
H 3.838127 -8.350600 4.997166 -0.01 0.00 -0.01
H 1.701320 -7.107303 5.194340 0.00 0.01 0.01
H 1.718268 -4.635609 5.290046 -0.02 -0.02 -0.01
H 2.509902 -4.121547 -1.460473 -0.05 0.04 0.02
H 1.451165 -6.315831 -1.843410 -0.02 0.03 0.00
H 1.097392 -7.867839 0.048143 -0.02 0.01 0.00
H 1.783756 -7.198305 2.335354 -0.01 0.00 0.00
H 2.796841 -4.996029 2.718091 -0.04 -0.01 0.01
H 5.004099 -4.919881 2.291730 0.05 0.01 0.02
H 7.395951 -5.107211 2.851557 -0.03 -0.01 -0.02
H 8.970965 -3.323683 2.193968 0.00 -0.01 -0.01
H 8.137713 -1.337547 0.970083 0.00 -0.01 0.00
H 5.733943 -1.140884 0.434437 0.00 -0.01 0.00
O -2.062953 -3.027305 3.229802 -0.03 -0.16 0.04
H -1.181065 -2.632473 3.338014 -0.06 0.16 -0.08
H -2.492971 -2.449224 2.590456 0.04 0.07 0.05
C 2.646290 0.553980 -3.374037 -0.19 0.09 0.29
S 2.306026 1.767579 -2.061559 -0.19 -0.04 -1.03
C 1.339646 2.878979 -3.149741 -0.10 -0.15 0.40
O 3.589845 2.484008 -1.827036 0.38 0.19 0.31
H 1.710686 0.032340 -3.595599 0.01 -0.04 -0.03
H 3.387103 -0.144146 -2.993997 0.02 0.01 0.00
H 3.041180 1.073169 -4.246705 -0.04 0.08 0.00
H 0.891038 2.309331 -3.960347 -0.04 0.03 0.02
H 2.051121 3.610631 -3.528706 0.09 -0.05 0.00
H 0.552618 3.353786 -2.563384 -0.05 -0.01 -0.04
```
Forces are in eV/Å.